No. 1
C29H32N3O8 | ωB97M-V with the def2-TZVPD basis set

The geometry in ORCA input format:
```
! wB97M-V def2-TZVPD RIJCOSX def2/J DEFGRID3
* xyz -1 1
C -6.39410 0.31956 4.80243
N -6.20844 0.74817 3.43303
C -7.46969 0.87138 2.73644
C -4.96269 0.85700 2.80740
C -4.34876 -0.25510 2.17895
C -3.09976 -0.13700 1.57553
C -2.44725 1.09857 1.49829
C -1.14493 1.25458 0.67103
C 0.10277 1.03871 1.41119
C 0.39041 2.05252 2.40056
O -0.22002 3.11116 2.53051
O 1.31332 1.75293 3.36116
C 2.12949 0.61198 3.17637
C 3.22715 0.85384 2.17240
C 2.78355 0.30766 4.53066
O 1.29902 -0.51138 2.80897
C 0.37733 -0.33271 1.80230
O -0.22400 -1.31251 1.40892
C -2.99729 2.17039 2.21090
C -4.23310 2.07096 2.83807
H -5.45745 0.18763 5.35278
H -7.01160 1.05830 5.32934
H -6.95378 -0.62556 4.82280
H -7.33276 1.17492 1.69446
H -8.00482 -0.08874 2.76919
H -8.08860 1.61858 3.25277
H -4.86325 -1.21904 2.19231
H -2.60147 -1.01500 1.15589
H -1.16237 0.51348 -0.14136
H -1.08572 2.29640 0.32750
H 2.80563 1.08184 1.18907
H 3.84978 1.69120 2.51343
H 3.86234 -0.03519 2.09490
H 2.01532 0.20468 5.30013
H 3.37169 -0.61213 4.48062
H 3.45560 1.12358 4.81414
H -2.43417 3.10115 2.29469
H -4.64706 2.93327 3.36735
C -1.71989 1.15854 -6.80056
O -0.40012 1.69971 -6.54941
C 0.20428 1.45305 -5.35272
C 1.48325 2.04246 -5.15712
C 2.19228 1.76893 -4.01603
C 1.71527 0.83518 -3.05930
C 2.56223 0.41299 -1.94693
C 3.03255 -0.86260 -1.78021
C 4.10034 -1.08482 -0.79835
O 4.70505 -0.17913 -0.21201
N 4.48159 -2.41961 -0.56411
C 5.49244 -2.67983 0.44043
C 3.90547 -3.53423 -1.16297
O 4.19175 -4.69305 -0.85547
N 2.97995 -3.26672 -2.17792
C 2.61539 -4.43466 -2.95294
C 2.84435 -1.98503 -2.74241
O 2.60346 -1.83269 -3.93518
C 0.41566 0.31779 -3.22845
C -0.35457 0.64441 -4.33078
H -2.01949 1.58784 -7.75937
H -1.68702 0.06385 -6.88379
H -2.43286 1.45986 -6.02081
H 1.89490 2.68680 -5.94449
H 3.17560 2.23090 -3.83850
H 2.96221 1.17901 -1.28402
H 5.69392 -3.74988 0.46874
H 6.39300 -2.12707 0.16397
H 5.10817 -2.35755 1.41449
H 1.92527 -4.15762 -3.74388
H 3.51986 -4.88311 -3.37657
H 2.15698 -5.15470 -2.27576
H 0.03590 -0.34851 -2.45022
H -1.36745 0.24941 -4.45247
*
```

The lowest unoccupied orbital energy comes out at 1.5 eV. As for the largest force on an atom: 2.6 eV Å⁻¹. The calculation puts the orbital gap at 0.197 Eh. As for the calculated total energy: -51444.710 eV.

Löwdin population analysis, charges in e, atoms 1 to 6: number 1, C, carries -0.0951; number 2, N, carries -0.2553; number 3, C, carries -0.0967; number 4, C, carries -0.2813; number 5, C, carries -0.0209; number 6, C, carries -0.0398

***

No. 2
C29H32N4O5 | ωB97M-V with the def2-TZVPD basis set

The geometry in ORCA input format:
```
! wB97M-V def2-TZVPD RIJCOSX def2/J DEFGRID3
* xyz 0 1
C -0.60599 2.99346 -5.06006
H -0.87407 2.10555 -5.64107
O -1.41558 3.11527 -3.90710
C -1.29485 2.18961 -2.93170
C -2.01347 2.43420 -1.75571
C -1.91326 1.58482 -0.67665
C -1.10138 0.45575 -0.75449
C -0.43851 0.17137 -1.94152
C -0.51862 1.03550 -3.02089
H 0.02415 0.80300 -3.92276
H 0.15534 -0.72797 -2.01881
N -0.89783 -0.36592 0.38432
C 0.34621 -0.46619 0.92407
O 0.62948 -1.19761 1.85431
C 1.33684 0.40815 0.23089
C 2.53841 -0.00998 -0.15283
C 3.46246 0.82600 -0.96266
O 4.66082 0.86296 -0.81537
N 2.78996 1.52452 -1.93906
C 3.35512 2.32834 -2.89893
N 2.60715 2.81408 -3.86627
O 3.42439 3.56292 -4.65418
C 4.67538 3.52780 -4.16311
C 4.70124 2.75467 -3.03923
H 5.52068 2.50756 -2.40109
C 5.73377 4.28094 -4.87608
H 6.67646 4.17583 -4.34877
H 5.84255 3.90358 -5.89168
H 5.46643 5.33451 -4.93735
H 1.79154 1.39002 -2.04335
H 2.89515 -0.99736 0.10424
H 1.01128 1.42375 0.04759
C -2.07149 -0.97132 1.00404
C -2.15103 -2.47406 0.88220
C -1.10884 -3.22564 0.35745
C -1.19728 -4.60399 0.26980
C -2.34053 -5.24772 0.70335
C -3.39400 -4.50349 1.20429
C -3.32331 -3.12063 1.29718
C -4.50351 -2.35130 1.80754
H -5.29989 -3.02986 2.10286
H -4.88961 -1.68817 1.03284
H -4.23925 -1.73450 2.66395
H -4.29470 -5.00589 1.52711
H -2.41780 -6.32306 0.64434
H -0.37226 -5.16931 -0.13674
H -0.21141 -2.73797 0.01189
H -2.93721 -0.53494 0.49180
C -2.14658 -0.46210 2.46811
O -2.63646 0.62317 2.71122
N -1.65449 -1.30794 3.37729
H -1.11431 -2.09613 3.04766
C -1.52183 -0.98122 4.78036
H -1.99518 -0.00483 4.90848
C -2.18947 -2.06923 5.64967
C -1.11213 -2.54265 6.62788
C 0.19110 -2.30999 5.86973
H 0.32921 -3.08410 5.11345
H 1.06243 -2.30740 6.52228
C -0.04137 -0.95814 5.20063
H 0.12679 -0.15333 5.91644
H 0.60479 -0.79935 4.33898
H -1.12672 -1.92675 7.52832
H -1.25067 -3.58206 6.92172
H -2.50122 -2.89353 5.00581
H -3.07211 -1.69233 6.16319
H -2.43382 1.80301 0.24427
H -2.62565 3.32031 -1.70725
H 0.45585 2.96192 -4.79703
H -0.81111 3.88303 -5.65262
*
```

The energy relative to the best compared isomer or geometry (same formula, charge and spin) is 38.7 kcal/mol. The lowest unoccupied orbital energy comes out at 0.1 eV. As for the largest force on an atom: 1.2 eV Å⁻¹. The calculation puts the orbital gap at 0.317 Eh. As for the calculated total energy: -46790.187 eV.

natural (NBO) population analysis, charges in e, atoms 1 to 6: number 1, C, carries -0.2732; number 2, H, carries 0.1696; number 3, O, carries -0.4859; number 4, C, carries 0.3246; number 5, C, carries -0.2341; number 6, C, carries -0.2334

***

No. 3
C29H32N4O5 | ωB97M-V with the def2-TZVPD basis set

The geometry in ORCA input format:
```
! wB97M-V def2-TZVPD RIJCOSX def2/J DEFGRID3
* xyz 0 1
C -2.01905 -3.22441 -2.09942
C -0.59884 -3.75476 -1.62411
H -0.74812 -4.03027 -0.62584
H -0.32082 -4.59202 -2.27194
O 0.33078 -2.97372 -1.77682
C 0.20286 -1.89910 -0.60432
C 1.54886 -1.27553 -0.38026
C 2.74777 -2.13302 -0.42311
H 2.76218 -2.79719 -1.25621
C 2.68560 -3.03975 0.96919
H 3.54165 -2.79478 1.53201
H 1.79427 -2.47848 1.55126
C 2.27765 -4.62646 0.56951
H 1.36713 -4.38469 0.11904
O 1.95058 -5.19122 1.72152
H 2.67563 -5.23506 2.53278
H 3.09297 -5.09653 0.16367
H 3.66116 -1.63537 -0.19522
H 1.93050 -0.57190 -1.58222
C 1.55869 0.00804 0.63921
C 2.76338 0.81737 0.35271
C 3.72761 0.93312 1.47193
N 4.81678 1.85295 0.97030
C 5.95131 2.06861 1.73044
O 6.80651 2.98219 0.87065
C 6.32972 1.28519 2.83330
H 7.21301 1.39023 3.25164
H 5.49724 1.64418 3.53044
H 6.19237 0.15469 2.76914
C 4.41411 2.28488 -0.20160
C 4.98511 3.39397 -1.12697
C 4.25420 3.65883 -2.33290
C 3.07047 3.19125 -2.50768
C 2.42291 2.06833 -1.75210
C 3.08862 1.70594 -0.58712
H 1.51524 1.99672 -1.93622
H 2.55844 3.50224 -3.58839
H 4.72180 4.45063 -2.58568
H 5.91698 3.74437 -0.81035
H 3.84281 0.38869 2.30730
C 0.43225 0.70480 0.47850
C -0.80207 0.43861 -0.20023
O -0.83439 -0.90454 -1.00465
C -1.88888 1.10020 -0.67856
O -2.10068 2.37471 -0.21284
N -2.52950 0.69141 -1.64401
H -2.43254 -0.28090 -1.94491
C -3.75902 1.31268 -1.99013
C -4.91779 1.47693 -1.07625
N -6.20144 0.80490 -1.01703
C -6.68326 0.99116 0.08368
C -7.92073 0.53600 0.53170
C -8.14541 0.91974 1.75541
C -7.45686 1.56837 2.76977
C -6.17706 2.04255 2.36079
C -5.85406 1.84495 1.17698
N -4.80222 1.95687 0.15608
H -4.02175 2.52802 0.54148
H -5.63924 2.82146 2.89554
H -7.72517 1.89949 3.95191
H -9.22404 0.45399 2.14797
H -8.51944 -0.12764 0.04303
H -4.22542 1.02888 -3.01384
H -3.77820 2.48004 -2.08840
H 0.32304 1.65310 0.79596
H 1.59966 -0.56456 1.55711
H -0.04196 -2.33586 0.37723
H -2.69979 -3.93387 -2.19110
H -2.03400 -2.83104 -3.07586
H -2.47010 -2.43862 -1.10290
*
```

The energy relative to the best compared isomer or geometry (same formula, charge and spin) is 541.2 kcal/mol. The lowest unoccupied orbital energy comes out at -1.1 eV. As for the largest force on an atom: 17.2 eV Å⁻¹. The calculation puts the orbital gap at 0.229 Eh. As for the calculated total energy: -46768.397 eV.

natural (NBO) population analysis, charges in e, atoms 1 to 6: number 1, C, carries -0.6074; number 2, C, carries -0.0373; number 3, H, carries 0.1376; number 4, H, carries 0.1760; number 5, O, carries -0.4915; number 6, C, carries 0.3425